Here is a molecular structure, C26H18CaCl4F5N3O2Se from OMol25. Energies are from ωB97M-V/def2-TZVPD.

Last column: Löwdin charge in e.
Element x y z (Å)
1 Ca -0.454 -1.163 0.239  1.336
2 Cl -7.370 -1.893 -0.086  0.578
3 C -5.759 -1.657 0.525  -0.738
4 C -5.499 -1.786 1.873  -0.739
5 Cl -6.778 -2.183 2.983  0.576
6 C -4.188 -1.598 2.340  -0.619
7 Cl -3.833 -1.791 4.035  0.615
8 C -3.119 -1.273 1.501  -0.440
9 O -1.899 -1.138 1.919  -0.289
10 C -3.398 -1.124 0.081  -0.432
11 O -2.416 -0.850 -0.726  -0.302
12 C -4.709 -1.337 -0.350  -0.616
13 Cl -5.013 -1.199 -2.059  0.623
14 C 0.126 0.270 -2.732  -0.121
15 N 0.822 -0.779 -1.991  -0.339
16 C 2.249 -0.512 -1.923  -0.104
17 C 0.560 -2.085 -2.608  -0.202
18 C 1.057 -3.258 -1.783  -0.298
19 C 1.898 -4.190 -2.389  -0.089
20 C 2.321 -5.314 -1.689  -0.140
21 C 1.888 -5.487 -0.383  -0.143
22 C 1.061 -4.531 0.207  -0.188
23 C 0.614 -3.373 -0.449  -0.164
24 H 0.450 0.298 -3.787  0.085
25 H 0.316 1.242 -2.277  0.034
26 H -0.950 0.093 -2.691  0.077
27 H 2.695 -0.461 -2.932  0.086
28 H 2.749 -1.304 -1.365  0.079
29 H 2.421 0.439 -1.418  0.076
30 H 0.999 -2.113 -3.622  0.112
31 H -0.526 -2.154 -2.724  0.123
32 H 2.224 -4.042 -3.416  0.090
33 H 2.974 -6.042 -2.157  0.079
34 H 2.196 -6.366 0.178  0.079
35 H 0.752 -4.710 1.237  0.074
36 N 1.613 1.911 1.234  0.146
37 C 2.242 0.816 1.714  -0.381
38 C 3.396 0.945 2.517  -0.036
39 C 4.058 -0.185 2.926  -0.100
40 C 3.583 -1.439 2.545  -0.089
41 C 2.439 -1.479 1.775  -0.136
42 N 1.770 -0.392 1.370  0.048
43 H 1.806 2.799 1.661  0.080
44 H 0.685 1.848 0.813  -0.014
45 H 3.743 1.933 2.791  0.102
46 H 4.946 -0.096 3.541  0.097
47 H 4.078 -2.353 2.840  0.091
48 H 2.022 -2.425 1.446  0.078
49 F -0.482 8.684 0.514  0.079
50 C -0.684 7.365 0.318  -0.163
51 C -1.392 6.912 -0.780  -0.160
52 F -1.881 7.812 -1.656  0.084
53 C -1.591 5.560 -0.975  -0.277
54 F -2.283 5.211 -2.069  0.052
55 C -1.111 4.573 -0.101  -0.596
56 Se -1.442 2.745 -0.387  0.634
57 C -0.405 5.085 0.993  -0.261
58 F 0.110 4.252 1.919  0.042
59 C -0.189 6.433 1.208  -0.162
60 F 0.506 6.854 2.284  0.083

Its spin multiplicity is 1. For the HOMO energy, the calculation gives -1.5131 eV. As for the gap between HOMO and LUMO: 5.61 eV. Its net charge is -2. The value obtained for the energy relative to the best compared isomer or geometry (same formula, charge and spin) is 11.5 kJ/mol.